Here is a molecular structure, C34H75CaCuN4O6 at a distorted geometry from OMol25. Energies are from ωB97M-V with the def2-TZVPD basis set.

Calculated values
Orbital gap (spin up / spin down)   3.90 / 3.15 eV
Total charge   +3
2S+1   2
<S²>   0.754
Max |F|   3.2 eV Å⁻¹
HOMO level (spin up / spin down)   -13.0 / -13.0 eV

Element x y z (Å)
Cu 26.983570 -1.898070 -0.851830
Ca 24.287080 -0.113100 -2.883790
C 27.289040 1.016490 -0.770630
O 26.328090 0.443120 -1.637000
H 27.077620 0.699820 0.250700
H 28.332100 0.757830 -0.952920
H 27.189690 2.096180 -0.882490
C 31.580010 4.515350 -3.845420
C 31.756240 4.559020 -2.346790
C 30.426490 4.028220 -1.680540
C 30.458540 3.697480 -0.206840
C 31.672080 2.766700 -0.071870
C 33.034030 3.210810 -0.555790
N 32.863350 3.702990 -1.948600
O 34.136510 3.921730 -2.579220
C 33.734570 4.185000 0.434190
C 33.803950 1.887420 -0.656850
C 32.066150 6.026510 -1.942480
H 32.482720 4.609110 -4.449090
H 30.927090 5.275460 -4.274400
H 31.034500 3.645160 -4.210500
H 29.608280 4.722870 -1.870530
H 30.131450 3.214800 -2.343420
H 29.553000 3.166190 0.086130
H 30.578350 4.608500 0.379480
H 31.291500 1.916440 -0.637850
H 31.589340 2.288310 0.904040
H 33.630860 3.839220 1.462670
H 34.797650 4.275730 0.211190
H 33.316150 5.190060 0.487980
H 33.232390 1.159640 -1.232850
H 34.798860 1.944760 -1.098410
H 34.000650 1.482410 0.335810
H 33.114970 6.233840 -1.730140
H 31.490210 6.315510 -1.063350
H 31.728460 6.660830 -2.762060
H 34.133850 3.241310 -3.256440
C 31.829760 -2.365040 -1.925940
C 30.402630 -2.559440 -2.511410
C 30.442000 -3.176610 -3.894720
C 30.846530 -4.635710 -3.918490
C 29.857310 -5.393690 -2.917450
C 29.634530 -4.789880 -1.504360
N 29.481430 -3.321730 -1.638300
O 29.211840 -2.623910 -0.328660
C 28.233730 -5.285580 -0.899340
C 30.724700 -5.250810 -0.523730
C 29.780030 -1.152690 -2.697230
H 32.391110 -1.690560 -2.572520
H 32.384290 -3.278310 -1.710220
H 31.845400 -1.707850 -1.056480
H 29.422630 -3.106680 -4.274330
H 30.994570 -2.514780 -4.561600
H 31.883950 -4.582790 -3.588250
H 30.596880 -4.897210 -4.946790
H 30.272880 -6.399330 -2.853480
H 28.935490 -5.557570 -3.475560
H 28.428220 -6.324520 -0.633120
H 27.927130 -4.697400 -0.034390
H 27.374970 -5.176570 -1.561720
H 30.771400 -4.559090 0.317360
H 30.546240 -6.285650 -0.231570
H 31.725840 -5.098920 -0.927160
H 28.709050 -1.117490 -2.896880
H 30.139050 -0.913200 -3.698150
H 30.029210 -0.469780 -1.885050
H 29.858370 -2.997350 0.274780
C 25.836920 1.573440 4.415530
C 27.137580 1.222230 5.107350
C 28.204230 0.811700 4.024470
C 28.607850 1.994470 3.148990
C 29.131080 3.182580 4.040920
C 28.391770 3.521090 5.370270
N 27.673210 2.320440 5.903850
O 26.908490 2.573650 7.050520
C 29.459920 3.937410 6.438000
C 27.354530 4.687180 5.080190
C 27.019820 -0.029270 5.991230
H 24.973470 1.593430 5.080480
H 25.601160 0.902200 3.589730
H 25.764500 2.587040 4.021230
H 29.153200 0.439010 4.410030
H 27.785890 -0.007480 3.439630
H 27.680230 2.253160 2.638400
H 29.135360 1.766730 2.222720
H 29.091330 4.009770 3.332200
H 30.208490 3.042780 4.128910
H 29.047720 4.635850 7.166260
H 30.027660 3.136750 6.912040
H 30.274620 4.426220 5.903750
H 26.814640 4.944520 5.991460
H 27.688590 5.668990 4.744710
H 26.509230 4.481260 4.423560
H 26.892090 -0.927280 5.386770
H 26.144150 -0.052390 6.639910
H 27.876450 -0.198990 6.643520
H 27.535930 2.389490 7.753380
C 29.376070 1.143640 -5.184610
O 28.731580 -0.047180 -5.306370
C 27.840430 -0.107600 -6.336000
C 26.461300 -0.564210 -5.773300
N 25.751790 0.366800 -4.789850
C 25.218030 1.571670 -5.540010
C 25.095350 2.728160 -4.560230
O 24.313610 2.183270 -3.496310
C 23.802370 3.149370 -2.528310
H 29.794130 1.554450 -6.103610
H 30.068320 1.065570 -4.346270
H 28.683970 1.884970 -4.785190
H 28.104930 -0.781880 -7.150540
H 27.626210 0.834050 -6.841470
H 26.647410 -1.474430 -5.203260
H 25.795190 -0.988990 -6.524280
H 26.461910 0.606430 -4.112780
H 24.235010 1.294220 -5.920520
H 25.778910 1.898930 -6.415460
H 24.579270 3.587500 -4.988350
H 26.086890 3.070720 -4.264250
H 24.581450 3.827620 -2.180290
H 23.465820 2.574320 -1.665660
H 22.889440 3.670770 -2.816070

Cartesian forces (eV/Å) of the 6 atoms listed first:
1.2 0.7 -0.5
2.0 1.4 0.2
-0.7 0.2 -0.1
-1.1 -2.6 -0.7
0.0 0.4 0.4
0.1 -0.2 -0.5

Here is 6 unconnected molecules or ions with the total composition C34H75FIN5O11PS7 at a distorted geometry from OMol25. Energies are from ωB97M-V with the def2-TZVPD basis set.

Calculated values
Orbital gap   6.23 eV
Relative energy (zero: lowest compared OMol25 entry of this formula, charge and spin)   13.3818 eV
Total charge   +1
2S+1   1
Max |F|   8.4 eV Å⁻¹
HOMO level   -9.9 eV

Element x y z (Å)
C 6.534213 2.281898 3.811341
C 7.973637 1.812333 3.171107
O 8.185662 2.203506 1.768841
C 7.273519 1.508154 0.847467
C 7.730209 -0.060012 0.516150
O 6.581881 -0.927486 0.211801
C 6.298579 -1.000484 -1.229858
N 5.007785 -0.257187 -1.634156
C 5.202922 0.992314 -2.463447
C 5.964351 0.727309 -3.914441
C 3.815178 -0.772596 -1.190429
N 3.745840 -1.997418 -0.332693
C 2.402435 -2.259328 0.297469
C 2.819549 -2.778850 1.840846
C 1.532237 -3.149794 2.776026
C 1.218437 -2.085218 3.989378
S 0.147138 -0.628056 3.509246
C -1.465808 -1.197573 2.682338
S -2.109126 -2.678349 3.210528
N -2.050974 -0.262662 1.652814
C -2.433422 -0.944264 0.364131
C -3.853851 -0.317114 -0.257554
O -4.889281 -0.642696 0.745820
C -4.663652 0.167691 1.951165
C -3.119871 0.647143 2.200883
N 1.729756 -3.330210 -0.524206
C 0.249843 -3.154550 -0.692295
C 2.151171 -4.732696 -0.178992
C 1.236628 -5.819951 0.704528
O 3.328328 -5.256910 -0.622502
O 1.530435 -1.132709 0.536793
C 1.542701 -0.050231 -0.416608
C 1.879039 1.330096 0.475826
C 3.041343 1.075893 1.615458
C 3.377742 2.483963 2.446907
F 2.130983 3.300157 2.589882
N 2.539000 -0.058726 -1.519677
P 1.932532 -0.295364 -3.147931
O 0.208912 -0.464725 -3.277730
I 2.789079 -2.562959 -3.798173
H 5.799676 1.351706 3.684326
H 6.072217 3.182387 3.183502
H 6.604918 2.527027 4.956514
H 8.812629 2.380700 3.802099
H 8.120368 0.673178 3.397423
H 6.140673 1.552947 1.144127
H 7.358581 2.072231 -0.199788
H 8.605384 -0.103047 -0.264263
H 8.188813 -0.464007 1.538594
H 7.230280 -0.671024 -1.857243
H 6.110500 -2.145426 -1.500096
H 4.225038 1.583710 -2.713844
H 5.870293 1.733154 -1.806694
H 6.920579 1.436915 -3.901106
H 6.308138 -0.383474 -4.061525
H 5.283171 1.137828 -4.786798
H 4.095672 -2.785790 -0.918803
H 3.307106 -1.803764 2.330589
H 3.682100 -3.574180 1.827581
H 0.526643 -3.335487 2.211650
H 1.796534 -4.182311 3.314561
H 0.726156 -2.617018 4.918040
H 2.256659 -1.631430 4.364936
H -1.610223 -0.670025 -0.447433
H -2.481847 -2.112175 0.403043
H -4.043718 -0.853878 -1.306816
H -3.768783 0.830767 -0.507257
H -5.301711 1.165606 1.799511
H -5.148001 -0.346672 2.913342
H -2.965732 0.672576 3.384065
H -2.931483 1.737000 1.799607
H -0.360083 -2.909937 0.272657
H -0.028789 -2.351890 -1.496200
H -0.175644 -4.189921 -1.107039
H 1.656498 -5.772572 1.819616
H 0.107847 -5.522144 0.771215
H 1.288751 -6.909917 0.282413
H 0.411248 0.125227 -0.758377
H 0.891120 1.760616 0.936807
H 2.319295 2.092012 -0.299719
H 2.708641 0.289192 2.449343
H 4.068667 0.709189 1.191294
H 3.728972 2.235459 3.553535
H 4.237267 3.090512 1.891619
H -0.027332 -1.161347 -3.965956
C -9.244850 2.777265 1.014064
S -7.615601 2.644197 0.239085
O -6.618524 2.380765 1.328039
C -7.481258 4.391550 -0.210585
H -9.522797 1.797214 1.408764
H -9.211908 3.500976 1.832045
H -9.980007 3.087517 0.267726
H -7.557803 5.014575 0.683531
H -8.274296 4.648748 -0.916616
H -6.510061 4.554519 -0.683521
C -14.823146 2.946337 0.741031
S -13.193897 2.813269 -0.033947
O -12.196820 2.549837 1.055006
C -13.059554 4.560623 -0.483618
H -15.101093 1.966287 1.135731
H -14.790204 3.670049 1.559013
H -15.558303 3.256589 -0.005306
H -13.136099 5.183648 0.410498
H -13.852592 4.817820 -1.189649
H -12.088358 4.723591 -0.956553
C -16.501442 6.668041 -3.137265
S -14.872193 6.534973 -3.912244
O -13.875117 6.271541 -2.823290
C -14.737850 8.282326 -4.361914
H -16.779389 5.687991 -2.742565
H -16.468500 7.391753 -2.319284
H -17.236599 6.978293 -3.883602
H -14.814395 8.905352 -3.467798
H -15.530888 8.539524 -5.067945
H -13.766654 8.445295 -4.834849
C 12.134062 -0.447287 -0.351729
S 10.912945 -0.092601 -1.638517
O 10.328155 -1.401802 -2.078282
C 12.110800 0.417643 -2.894816
H 11.610120 -0.823289 0.530115
H 12.839388 -1.203902 -0.703845
H 12.666902 0.470246 -0.091067
H 12.817225 -0.392799 -3.088745
H 12.644369 1.306676 -2.550627
H 11.570048 0.654462 -3.814031
C 5.958019 -9.928296 -1.099372
S 5.506273 -9.134345 0.462140
O 4.806048 -10.159791 1.303284
C 4.239689 -8.050419 -0.240968
H 6.720790 -10.683775 -0.896954
H 5.081826 -10.407995 -1.542216
H 6.363521 -9.180717 -1.785245
H 3.470499 -8.646973 -0.736884
H 4.701603 -7.364603 -0.954994
H 3.785746 -7.475740 0.569667

Cartesian forces (eV/Å) of the 6 atoms listed first:
-0.5 -0.9 -1.0
0.4 0.9 2.1
-1.9 -1.9 0.4
0.1 -0.1 -1.9
1.0 0.8 2.2
0.7 1.1 -2.6